(a)
# C5H8NO

The ion C5H8NO with charge +1 (wB97M-V/def2-TZVPD, the Open Molecules 2025 dataset).

Computed properties:
- HOMO-LUMO gap (spin up / spin down): 7.882 / 8.053 eV
- Net charge: +1
- Multiplicity: 1
- HOMO (spin up / spin down): -14.502 / -14.857 eV
- SMILES: CC1=C([N+](C)=O)C1

Each line ends with the natural charge from an NBO analysis.
Cartesian coordinates (Å):
C1 -1.581 -1.526 0.237  -0.7147
C2 -0.227 -1.027 0.368  0.3754
C3 0.731 0.047 0.172  0.0806
N1 0.940 1.287 -0.148  0.2031
C4 -0.036 1.972 -0.932  -0.4683
O1 1.991 1.811 0.172  -0.2107
C5 1.172 -1.151 0.918  -0.4235
H1 -1.547 -2.049 -0.693  0.3032
H2 -2.225 -0.624 0.090  0.2730
H3 -1.863 -2.251 1.038  0.2915
H4 0.346 3.051 -0.972  0.2757
H5 -0.963 1.968 -0.497  0.2389
H6 -0.123 1.484 -1.977  0.2643
H7 1.529 -1.183 1.851  0.2548
H8 1.856 -1.810 0.374  0.2565

(b)
# C5H8NO

A cluster of 2 separate species, C5H8NO in total (wB97M-V/def2-TZVPD, the Open Molecules 2025 dataset).

Computed properties:
- HOMO-LUMO gap (spin up / spin down): 8.237 / 8.484 eV
- Net charge: +1
- Multiplicity: 1
- HOMO (spin up / spin down): -15.097 / -14.892 eV

Each line ends with the natural charge from an NBO analysis.
Cartesian coordinates (Å):
C1 -2.110 -0.079 0.364  -0.1225
C2 -0.066 1.042 -0.219  -0.3073
C3 -1.298 -1.196 0.220  0.6722
C4 0.675 -0.112 0.519  0.0513
C5 2.126 -0.207 0.003  -0.6553
N1 -1.493 0.919 -0.127  -0.1542
O1 -0.089 -1.199 0.118  -0.3657
H1 -3.219 0.024 0.593  0.2816
H2 0.143 1.952 0.137  0.2700
H3 0.082 1.119 -1.342  0.2682
H4 -2.882 -1.285 -1.750  0.0523
H5 0.628 -0.174 1.708  0.2437
H6 2.134 -0.584 -1.084  0.2498
H7 2.608 -0.913 0.698  0.2473
H8 2.761 0.694 0.161  0.2686

(c)
# C5H8NO

The ion C5H8NO with charge +1 (wB97M-V/def2-TZVPD, the Open Molecules 2025 dataset).

Computed properties:
- HOMO-LUMO gap: 11.902 eV
- Net charge: +1
- Multiplicity: 1
- HOMO: -16.021 eV
- SMILES: C[C@@H]1C/[N+]1=C1/CO1

Each line ends with the natural charge from an NBO analysis.
Cartesian coordinates (Å):
C1 -0.263 -0.639 1.925  -0.6374
C2 0.718 -0.661 0.715  -0.0126
C3 1.697 0.464 0.401  -0.1991
N1 0.470 0.408 -0.279  -0.3527
C4 -0.300 0.573 -1.297  0.6717
C5 -1.533 0.366 -2.104  -0.1210
O1 -0.543 1.479 -2.202  -0.3517
H1 -1.259 -1.030 1.587  0.2432
H2 -0.293 0.421 2.332  0.2386
H3 0.271 -1.456 2.645  0.2620
H4 0.760 -1.671 0.112  0.2470
H5 1.679 1.285 1.136  0.2584
H6 2.551 0.098 -0.113  0.2574
H7 -1.402 -0.399 -2.905  0.2362
H8 -2.553 0.762 -1.952  0.2601

It is (b) that is the least stable of them.

(a)
# C5H8NO

A structure of composition C5H8NO (wB97M-V/def2-TZVPD, the Open Molecules 2025 dataset).

Computed properties:
- HOMO-LUMO gap (spin up / spin down): 7.385 / 7.433 eV
- Net charge: +1
- Multiplicity: 1
- HOMO (spin up / spin down): -13.057 / -13.065 eV

Each line ends with the natural charge from an NBO analysis.
Cartesian coordinates (Å):
C1 0.811 -0.939 0.280  -0.4052
C2 -0.020 1.495 -1.790  0.0629
C3 2.072 0.942 1.741  0.5958
C4 -0.187 -0.079 -0.003  0.2268
C5 -1.562 -0.082 0.590  -0.6464
N1 0.215 1.090 -0.591  -0.4223
O1 2.003 -0.160 1.518  -0.2512
H1 1.669 -1.055 -0.418  0.2349
H2 0.669 -1.844 0.834  0.2347
H3 -0.282 0.891 -2.557  0.1808
H4 0.144 2.511 -2.021  0.1963
H5 1.763 1.942 1.640  0.2515
H6 -2.216 -0.014 -0.256  0.2487
H7 -1.656 0.800 1.182  0.2420
H8 -1.688 -1.119 1.132  0.2506

(b)
# C5H8NO

A cluster of 2 separate species, C5H8NO in total (wB97M-V/def2-TZVPD, the Open Molecules 2025 dataset).

Computed properties:
- HOMO-LUMO gap: 7.714 eV
- Net charge: +1
- Multiplicity: 1
- HOMO: -13.833 eV

Each line ends with the natural charge from an NBO analysis.
Cartesian coordinates (Å):
C1 1.703 0.265 -0.296  -0.1098
C2 2.226 1.470 -0.623  0.1073
C3 0.102 1.560 -0.977  0.3660
C4 -1.827 -1.028 1.157  -0.7801
C5 -0.970 -1.593 0.110  0.2039
N1 0.360 0.338 -0.509  -0.4584
O1 1.198 2.320 -1.036  -0.3446
H1 2.097 -0.495 0.223  0.2198
H2 3.218 1.688 -0.586  0.2300
H3 -0.780 1.809 -1.436  0.2133
H4 -1.110 -0.487 1.829  0.2884
H5 -2.185 -1.921 1.831  0.3264
H6 -2.715 -0.291 0.990  0.2937
H7 -1.328 -1.616 -0.912  0.2211
H8 0.011 -2.018 0.234  0.2232

(c)
# C5H8NO

The ion C5H8NO with charge +1 (wB97M-V/def2-TZVPD, the Open Molecules 2025 dataset).

Computed properties:
- HOMO-LUMO gap: 8.408 eV
- Net charge: +1
- Multiplicity: 1
- HOMO: -14.314 eV

Each line ends with the natural charge from an NBO analysis.
Cartesian coordinates (Å):
C1 1.456 -0.535 -0.683  -0.2551
C2 -0.465 -0.849 0.732  -0.2374
C3 1.296 0.717 0.157  0.1942
C4 -0.936 1.242 0.079  0.4888
C5 -1.288 -0.088 -0.411  -0.5685
N1 0.923 -0.503 0.647  -0.3700
O1 0.267 1.662 0.077  -0.3166
H1 2.532 -0.857 -0.479  0.2717
H2 -0.945 -0.491 1.602  0.2203
H3 -0.631 -1.982 0.848  0.2921
H4 2.169 1.295 0.418  0.2435
H5 -1.780 1.906 0.243  0.2408
H6 0.705 -0.812 -1.419  0.2284
H7 -0.934 -0.266 -1.471  0.2763
H8 -2.368 -0.438 -0.339  0.2913

(d)
# C5H8NO

A structure of composition C5H8NO (wB97M-V/def2-TZVPD, the Open Molecules 2025 dataset).

Computed properties:
- HOMO-LUMO gap: 10.219 eV
- Net charge: +1
- Multiplicity: 1
- HOMO: -15.891 eV

Each line ends with the natural charge from an NBO analysis.
Cartesian coordinates (Å):
C1 0.114 0.300 1.016  0.3223
C2 -0.428 -1.230 -0.122  0.7117
C3 0.901 -0.898 0.514  -0.3673
C4 2.242 -0.839 -0.276  -0.6310
C5 -2.316 0.582 0.374  -0.4560
N1 -1.002 0.022 0.399  -0.2920
O1 -0.884 -2.032 -0.858  -0.3862
H1 0.118 1.180 1.618  0.2511
H2 1.133 -1.597 1.368  0.2936
H3 2.815 0.142 -0.070  0.2543
H4 2.136 -0.883 -1.356  0.2501
H5 2.844 -1.757 -0.143  0.2613
H6 -3.106 -0.184 0.357  0.2774
H7 -2.173 1.329 -0.415  0.2624
H8 -2.517 1.070 1.373  0.2484

It is (a) that is the least stable of them.

(a)
# C22H22ClO2OsPTe

A structure of composition C22H22ClO2OsPTe (wB97M-V/def2-TZVPD, the Open Molecules 2025 dataset).

Computed properties:
- HOMO-LUMO gap: 7.104 eV
- Net charge: +2
- Multiplicity: 1
- HOMO: -15.304 eV

Each line ends with the natural charge from an NBO analysis.
Cartesian coordinates (Å):
Os1 1.353 -0.053 2.089  0.5283
O1 -0.279 -2.948 3.657  -0.4684
C1 -0.350 -2.284 2.676  0.7493
O2 0.827 -1.893 2.036  -0.6773
C2 -1.607 -1.878 1.991  -0.1813
C3 -2.750 -2.589 2.347  -0.1285
C4 -3.946 -2.371 1.687  -0.1547
C5 -4.005 -1.449 0.648  -0.1751
C6 -2.878 -0.724 0.298  -0.1255
C7 -1.673 -0.916 0.977  -0.4042
P1 -0.274 0.063 0.359  1.3247
C8 -0.855 1.743 0.109  -0.4540
C9 -0.153 2.610 -0.740  -0.2194
C10 -0.532 3.937 -0.847  -0.1388
C11 -1.593 4.419 -0.091  -0.1621
C12 -2.268 3.576 0.781  -0.1865
C13 -1.900 2.243 0.890  -0.1832
C14 0.114 -0.763 -1.198  -0.3581
C15 0.232 -2.157 -1.118  -0.2052
C16 0.408 -2.907 -2.265  -0.2018
C17 0.474 -2.275 -3.503  -0.1505
C18 0.352 -0.896 -3.588  -0.1855
C19 0.168 -0.135 -2.441  -0.2177
H1 -2.674 -3.325 3.136  0.2631
H2 -4.826 -2.933 1.966  0.2515
H3 -4.930 -1.292 0.110  0.2483
H4 -2.941 -0.009 -0.512  0.2256
H5 0.695 2.259 -1.314  0.2173
H6 0.000 4.597 -1.519  0.2364
H7 -1.888 5.456 -0.176  0.2486
H8 -3.085 3.954 1.379  0.2489
H9 -2.434 1.602 1.576  0.2384
H10 0.176 -2.656 -0.158  0.2339
H11 0.482 -3.984 -2.200  0.2457
H12 0.607 -2.861 -4.402  0.2474
H13 0.381 -0.407 -4.552  0.2452
H14 0.029 0.931 -2.543  0.2312
Cl1 2.472 1.715 3.193  0.1743
C20 1.491 1.992 1.699  -0.5260
H15 2.130 2.431 0.941  0.2286
H16 0.654 2.626 1.979  0.2399
C21 3.341 -1.625 -0.856  -0.8743
Te1 3.588 -0.659 0.995  1.0952
C22 4.358 1.093 0.103  -0.8931
H17 4.354 -1.714 -1.248  0.2636
H18 2.714 -1.033 -1.516  0.2513
H19 2.917 -2.610 -0.688  0.2648
H20 3.683 1.448 -0.672  0.2425
H21 5.308 0.796 -0.338  0.2709
H22 4.535 1.851 0.862  0.2565

(b)
# C22H22ClO2OsPTe

A structure of composition C22H22ClO2OsPTe (wB97M-V/def2-TZVPD, the Open Molecules 2025 dataset).

Computed properties:
- HOMO-LUMO gap: 7.509 eV
- Net charge: +2
- Multiplicity: 1
- HOMO: -15.356 eV

Each line ends with the natural charge from an NBO analysis.
Cartesian coordinates (Å):
Os1 0.317 -0.426 -2.189  0.5811
O1 3.742 0.309 -1.698  -0.5015
C1 2.947 -0.361 -1.120  0.7669
O2 2.031 -1.115 -1.858  -0.6517
C2 2.846 -0.590 0.336  -0.0976
C3 4.020 -0.704 1.067  -0.1542
C4 3.962 -0.947 2.432  -0.1527
C5 2.732 -1.052 3.067  -0.1605
C6 1.558 -0.909 2.342  -0.1691
C7 1.603 -0.677 0.969  -0.4280
P1 0.004 -0.494 0.149  1.3624
C8 -0.791 0.951 0.853  -0.4951
C9 -2.186 1.081 0.845  -0.2034
C10 -2.777 2.234 1.332  -0.1863
C11 -1.988 3.267 1.828  -0.1485
C12 -0.607 3.142 1.847  -0.2157
C13 -0.006 1.989 1.364  -0.1285
C14 -0.944 -1.977 0.472  -0.4689
C15 -0.619 -3.128 -0.252  -0.1482
C16 -1.292 -4.313 -0.007  -0.2012
C17 -2.285 -4.353 0.966  -0.1476
C18 -2.597 -3.218 1.700  -0.1733
C19 -1.928 -2.026 1.458  -0.1946
H1 4.972 -0.618 0.560  0.2549
H2 4.874 -1.057 3.000  0.2517
H3 2.684 -1.242 4.130  0.2492
H4 0.606 -0.980 2.856  0.2338
H5 -2.821 0.269 0.516  0.2300
H6 -3.855 2.322 1.344  0.2460
H7 -2.458 4.162 2.214  0.2486
H8 0.007 3.936 2.249  0.2469
H9 1.072 1.901 1.394  0.2272
H10 0.185 -3.132 -0.984  0.2062
H11 -1.039 -5.205 -0.564  0.2464
H12 -2.812 -5.278 1.158  0.2477
H13 -3.361 -3.259 2.464  0.2452
H14 -2.175 -1.147 2.041  0.2334
Cl1 -1.377 -0.065 -3.888  0.1261
C20 -1.751 -0.541 -2.142  -0.5219
H15 -2.200 -1.530 -2.171  0.2450
H16 -2.392 0.235 -1.742  0.2337
C21 -0.917 3.056 -2.456  -0.8904
Te1 0.911 2.107 -1.976  1.0876
C22 1.812 2.379 -3.869  -0.8867
H17 -1.197 2.833 -3.480  0.2526
H18 -0.745 4.123 -2.329  0.2662
H19 -1.677 2.729 -1.750  0.2492
H20 2.320 3.341 -3.814  0.2682
H21 1.048 2.388 -4.641  0.2485
H22 2.542 1.589 -4.025  0.2709

It is (a) that is the least stable of them.

(a)
# C6H14NO2

A cluster of 2 separate species, C6H14NO2 in total (wB97M-V/def2-TZVPD, the Open Molecules 2025 dataset).

Computed properties:
- HOMO-LUMO gap: 8.021 eV
- Net charge: +1
- Multiplicity: 1
- HOMO: -11.350 eV

Each line ends with the natural charge from an NBO analysis.
Cartesian coordinates (Å):
C1 1.296 -1.383 2.113  -0.2400
C2 0.221 -0.227 2.053  -0.4405
C3 -0.420 0.220 0.758  -0.2401
C4 0.237 0.489 -0.369  -0.1732
C5 -0.180 1.484 -1.357  -0.3535
C6 -0.942 2.521 -1.018  0.2043
O1 -1.192 3.435 -1.991  -0.6597
N1 1.394 -2.165 0.830  -0.7074
H1 1.020 -1.905 3.023  0.2508
H2 2.285 -0.934 2.255  0.2234
H3 -0.478 -0.479 2.850  0.2281
H4 0.805 0.622 2.472  0.2356
H5 -1.339 0.732 1.029  0.2164
H6 1.197 -0.005 -0.534  0.1655
H7 0.310 1.387 -2.333  0.2338
H8 -1.464 2.692 -0.083  0.1819
H9 -1.499 4.273 -1.639  0.4919
H10 1.233 -3.178 0.968  0.4439
H11 2.331 -2.145 0.413  0.4342
H12 0.803 -1.849 0.037  0.4901
H13 -1.166 -2.822 -1.842  0.4970
H14 -0.220 -3.776 -1.362  0.4735
O2 -0.627 -2.954 -1.049  -0.9559

(b)
# C6H14NO2

The ion C6H14NO2 with charge +1 (wB97M-V/def2-TZVPD, the Open Molecules 2025 dataset).

Computed properties:
- HOMO-LUMO gap: 12.165 eV
- Net charge: +1
- Multiplicity: 1
- HOMO: -14.934 eV
- SMILES: CC[C@]1(O)C[N@+]1(C)CO

Each line ends with the natural charge from an NBO analysis.
Cartesian coordinates (Å):
C1 -1.972 1.066 -1.603  -0.5991
C2 -0.658 1.144 -0.789  -0.4163
C3 -0.038 -0.260 -0.650  0.4607
O1 0.506 -0.708 -1.775  -0.6582
C4 -0.584 -1.300 0.301  -0.2397
N1 0.704 -0.625 0.662  -0.2702
C5 2.008 -1.233 0.651  -0.4517
C6 0.749 0.394 1.843  0.1351
O2 -0.509 0.731 2.175  -0.7089
H1 -2.669 0.374 -1.266  0.2194
H2 -1.729 0.674 -2.592  0.2203
H3 -2.382 2.022 -1.583  0.2351
H4 -0.725 1.431 0.200  0.2324
H5 0.177 1.645 -1.362  0.1961
H6 0.819 0.093 -2.268  0.5009
H7 -1.472 -1.149 0.952  0.2713
H8 -0.455 -2.180 -0.131  0.2312
H9 2.810 -0.616 1.083  0.2474
H10 1.968 -2.290 1.192  0.2407
H11 2.188 -1.639 -0.322  0.2526
H12 1.323 -0.232 2.639  0.1990
H13 1.316 1.197 1.405  0.1836
H14 -0.518 1.088 3.079  0.5183

(c)
# C6H14NO2

A cluster of 2 separate species, C6H14NO2 in total (wB97M-V/def2-TZVPD, the Open Molecules 2025 dataset).

Computed properties:
- HOMO-LUMO gap: 8.417 eV
- Net charge: +1
- Multiplicity: 1
- HOMO: -12.673 eV

Each line ends with the natural charge from an NBO analysis.
Cartesian coordinates (Å):
C1 0.741 2.086 -0.597  0.1449
C2 -0.668 -0.188 -0.900  0.0574
C3 -1.723 -1.261 0.890  -0.4192
C4 -0.556 -2.499 -0.900  -0.4342
C5 1.233 1.143 1.964  -0.2636
C6 1.191 0.835 -0.393  -0.0264
N1 -1.020 -1.257 -0.361  -0.2786
O1 0.840 2.840 -1.721  -0.6402
O2 1.234 0.232 0.869  -0.5188
H1 0.346 2.716 0.110  0.2036
H2 -1.153 0.747 -0.705  0.2319
H3 1.528 2.593 -2.335  0.5007
H4 -0.358 -0.333 -1.963  0.2248
H5 -2.510 -2.052 0.935  0.2433
H6 -1.038 -1.340 1.694  0.2342
H7 -2.126 -0.267 1.021  0.2223
H8 -1.112 -3.338 -0.598  0.2414
H9 -0.530 -2.559 -2.055  0.2371
H10 0.490 -2.545 -0.570  0.2324
H11 1.748 2.094 1.655  0.1967
H12 1.459 0.602 2.841  0.2207
H13 0.233 1.497 2.227  0.1655
H14 1.753 0.254 -1.110  0.2243

It is (c) that is the least stable of them.